Record 1
The following is a DFT calculation (ωB97M-V/def2-TZVPD) of the molecule C16H15ClN4O3S.

Each line ends with the Mulliken charge.
Element x y z (Å)
Cl  -5.5191  2.5943  -0.7955  -0.20
S  -1.7024  -1.2346  -0.6727  1.47
O  3.7356  -2.2034  2.1748  -0.60
O  -1.7415  -1.0140  0.7387  -0.62
O  -1.5436  -2.5814  -1.1375  -0.75
N  2.0993  -0.1905  1.2929  -0.40
N  1.0594  -2.0178  0.3512  0.03
N  -0.4227  -0.3227  -1.3302  -0.27
N  0.6933  1.4905  -0.4380  -0.66
C  0.5042  0.2089  -0.4316  0.33
C  -4.6461  -0.3846  -3.2926  -0.60
C  1.8574  3.3850  0.4509  -0.42
C  3.4585  3.0501  2.2175  -0.52
C  2.7694  3.8958  1.3385  -0.50
C  1.2266  -0.6854  0.4417  0.47
C  1.5501  -2.9465  1.3516  -0.81
C  -3.5691  -0.9976  -2.6709  -0.37
C  -4.7697  1.2217  -1.5102  0.11
C  3.2366  1.6972  2.2120  -0.60
C  2.3063  1.1482  1.3142  0.15
C  -3.1138  -0.4837  -1.4724  -0.23
C  3.0829  -3.1022  1.3282  -0.51
C  -5.2457  0.7236  -2.7174  -0.42
C  -3.6925  0.6184  -0.8754  -0.34
C  1.6110  2.0051  0.4266  0.19
H  -0.7460  0.3883  -1.9728  0.51
H  1.2598  -2.6018  2.3505  0.40
H  3.3526  -4.1019  1.6802  0.34
H  -3.0856  -1.8680  -3.0834  0.45
H  1.3146  4.0171  -0.2346  0.44
H  2.9622  4.9580  1.3645  0.38
H  1.0762  -3.9071  1.1543  0.42
H  -5.0223  -0.7710  -4.2269  0.39
H  -6.0848  1.2028  -3.1968  0.44
H  -3.3109  0.9761  0.0675  0.48
H  3.7622  1.0337  2.8813  0.43
H  4.1737  3.4749  2.9064  0.39
H  3.3331  -1.3243  2.0108  0.51
H  0.3573  -2.3584  -0.2852  0.26
H  3.4335  -2.9927  0.2898  0.23

Computed properties:
E_HOMO, eV: -8.180
Spin multiplicity: 1
SMILES: O=S(=O)(Nc1nc2ccccc2nc1NCCO)c1cccc(Cl)c1
ΔE to the lowest compared entry with this formula, charge and spin, kJ/mol: 192.0

Record 2
The following is a DFT calculation (ωB97M-V/def2-TZVPD) of a structure of composition C22H15Cl2N5O3S3Ti.

Each line ends with the Mulliken charge.
Element x y z (Å)
Ti  -0.3809  -0.7688  0.0078  0.07
Cl  0.1827  -2.1292  4.3095  -0.16
Cl  -5.1064  -2.4700  5.2356  -0.15
S  -0.0980  1.9980  1.8846  0.46
S  4.9117  1.4186  -4.9736  0.26
S  -0.2586  -4.8816  -2.2119  -0.24
O  -2.4279  -0.6119  -0.1817  -0.22
O  -0.6910  -1.3598  1.6803  -0.17
O  -0.5012  1.1471  0.6401  -0.25
N  1.7208  -0.4444  -0.1971  0.51
N  3.3004  1.5233  -5.0686  -0.66
N  5.0154  0.7897  -3.5033  -0.62
N  -0.1940  0.1960  -1.9951  0.22
N  -0.4049  -2.4641  -0.8273  -0.66
C  -4.1144  -1.7383  2.8668  -1.20
C  -0.3905  -3.5267  -1.4340  0.72
C  -0.9669  0.9900  -4.1035  -0.98
C  3.4745  0.1171  -1.6729  0.14
C  3.9870  -0.7495  0.4358  -0.73
C  -1.4894  -1.9898  3.7611  0.19
C  2.7980  1.0432  -3.9014  0.81
C  3.8054  0.6760  -2.9678  0.54
C  0.3290  1.2527  -4.5191  -0.45
C  -2.5437  -2.2032  4.5954  -0.50
C  -3.0449  -1.4932  2.0027  1.07
C  2.1212  0.0424  -1.3781  -0.05
C  1.0818  0.4520  -2.3325  0.42
C  -1.6946  2.2890  2.6364  -0.77
C  -3.2403  -1.0647  0.6751  -0.19
C  1.3675  0.9673  -3.5900  0.06
C  2.6582  -0.7961  0.7149  -0.46
C  -3.8228  -2.1074  4.1227  0.16
C  -1.1891  0.4519  -2.8285  -0.25
C  0.3871  3.6431  1.2558  -0.96
C  -1.7477  -1.6566  2.4522  0.18
C  4.4325  -0.3415  -0.8101  -0.47
H  -1.7259  1.2940  -4.8026  0.46
H  -5.0831  -1.6645  2.4410  0.55
H  2.3086  -1.2247  1.6629  0.49
H  -2.2422  1.3236  2.7479  0.10
H  -2.3501  -2.5462  5.5832  0.52
H  -1.5689  2.6878  3.6605  0.44
H  -2.3786  2.9061  2.0619  0.35
H  -4.3047  -1.1513  0.3233  0.36
H  -2.1828  0.2299  -2.4516  0.57
H  0.5792  1.6714  -5.5033  0.53
H  1.0290  3.3657  0.4433  0.35
H  0.8911  4.1581  2.0975  0.41
H  4.7427  -1.0520  1.2239  0.39
H  -0.4896  4.1684  0.8002  0.32
H  5.5095  -0.3666  -1.0685  0.53

Computed properties:
E_HOMO, eV: -14.326
Spin multiplicity: 1
Total charge: +2
ΔE to the lowest compared entry with this formula, charge and spin, kJ/mol: 49.8

Record 3
The following is a DFT calculation (ωB97M-V/def2-TZVPD) of the molecule C5H7N.

Each line ends with the Mulliken charge.
Element x y z (Å)
N  -0.6533  2.3469  -1.5039  -0.48
C  1.0879  -0.5570  -0.5048  -0.70
C  -0.1709  0.1885  -0.1228  1.16
C  -1.3604  -0.6115  0.3798  -1.46
C  1.1094  0.3658  0.6705  -0.70
C  -0.4793  1.3650  -0.9153  0.05
H  1.6039  -0.2690  -1.4144  0.28
H  1.1602  -0.0380  1.6767  0.24
H  -2.0660  0.0001  0.9498  0.35
H  1.6142  1.3183  0.5367  0.29
H  -1.8964  -1.0519  -0.4683  0.32
H  -1.0213  -1.4320  1.0211  0.37
H  1.0722  -1.6252  -0.3050  0.27

Computed properties:
E_HOMO, eV: -10.511
Spin multiplicity: 1
SMILES: CC1(C#N)CC1
ΔE to the lowest compared entry with this formula, charge and spin, kJ/mol: 94.1

Record 4
The following is a DFT calculation (ωB97M-V/def2-TZVPD) of a cluster of 5 separate species, C25H52BF3NO13S in total.

Each line ends with the Mulliken charge.
Element x y z (Å)
S  2.6556  -4.5753  2.1445  -0.29
F  1.9805  -0.1756  -3.2313  -0.28
F  1.3982  1.9361  -3.1654  -0.26
F  3.0458  1.2942  -4.4517  -0.34
O  2.0737  -8.0752  5.4980  -0.55
O  3.8739  -8.5968  4.2401  -0.34
O  -1.9090  1.4086  -5.5372  -0.34
O  -5.5348  3.7026  -1.7821  -0.30
O  3.4031  1.3157  -2.2862  -0.42
O  -3.3265  1.1274  -3.8047  -0.55
O  -12.2372  5.3370  -0.7798  -0.33
O  3.7200  -9.4406  6.2181  -0.32
O  -10.5227  5.8539  -2.1532  -0.54
O  -10.4442  4.1439  -0.6824  -0.34
O  -4.0117  1.1987  -5.9554  -0.36
O  -6.4108  3.8763  0.1777  -0.16
O  -4.1628  3.9854  -0.0112  -0.56
N  5.3351  0.7314  -0.3393  -0.35
C  -4.3829  3.6563  -2.6399  -0.71
C  4.1352  2.4361  1.8538  -1.63
C  6.9396  -1.6852  -1.0232  -0.17
C  3.5324  1.0181  1.6553  0.59
C  2.8987  1.3384  -0.8827  -1.06
C  2.4930  1.0968  -3.2154  0.90
C  3.3556  -7.7647  3.1887  -0.56
C  -6.2652  4.0453  1.5883  -0.72
C  -11.0132  5.1754  -1.2909  0.76
C  7.1057  -3.2133  -1.0681  -1.43
C  -0.8037  1.4602  -4.6123  -0.64
C  -5.2528  3.8655  -0.4950  0.69
C  -3.0946  1.2362  -4.9812  0.84
C  -5.3475  0.9795  -5.5046  -0.50
C  3.4442  -1.1498  -0.0853  -1.11
C  -9.1107  3.8494  -1.1286  -0.61
C  6.4077  0.2841  0.5209  -0.94
C  3.1190  -8.6428  5.3275  0.78
C  3.2712  -3.4739  0.8355  -0.40
C  6.7129  -1.2083  0.4030  -0.61
C  1.7033  0.5640  3.3616  -1.60
C  3.0078  -9.5777  7.4454  -0.63
C  3.2264  -1.9772  1.1880  -0.50
C  2.0119  1.0815  1.9432  -0.69
C  -12.9666  6.4227  -1.3496  -0.63
B  3.8892  0.4526  0.1330  0.60
H  6.5937  -3.7028  -0.2431  0.27
H  5.9718  -1.8241  0.9115  -0.01
H  2.5198  -1.2149  -0.6645  0.39
H  2.8441  2.3967  -0.6190  0.22
H  -4.7584  3.5246  -3.6480  0.16
H  -3.8309  4.5941  -2.5825  0.36
H  2.9030  -8.6139  7.9403  0.29
H  7.6457  -1.3778  0.9529  0.57
H  3.9882  0.4227  2.4501  0.48
H  2.1604  1.2080  4.1111  0.35
H  4.2960  -3.7688  0.6341  -0.07
H  2.0265  -10.0172  7.2750  0.29
H  -9.1113  3.5943  -2.1867  0.33
H  1.8778  0.9651  -0.8778  0.44
H  0.6370  0.4416  3.5432  0.41
H  -5.6888  3.2279  2.0166  0.30
H  -12.4518  7.3659  -1.1764  0.29
H  5.4730  1.7008  -0.5775  0.20
H  -5.9721  0.9714  -6.3934  0.23
H  7.3263  0.7982  0.2148  0.57
H  1.4575  0.4487  1.2517  0.26
H  2.3893  -8.1341  2.8513  0.32
H  -5.6750  1.7784  -4.8432  0.18
H  4.0636  -7.8205  2.3674  0.30
H  -5.4292  0.0204  -4.9963  0.28
H  2.2416  -1.7689  1.5987  0.55
H  -5.7900  4.9977  1.8150  0.32
H  4.2031  -1.6579  -0.6858  0.46
H  3.4980  3.0369  2.5041  0.45
H  6.2824  0.5191  1.5911  0.20
H  1.6538  2.1090  1.9173  0.50
H  0.0881  1.6035  -5.2087  0.28
H  3.2705  -6.7331  3.5101  0.15
H  6.1227  -1.3630  -1.6582  0.10
H  -8.7690  2.9956  -0.5556  0.26
H  -0.9168  2.2933  -3.9257  0.28
H  3.5982  -10.2424  8.0700  0.21
H  -0.7266  0.5253  -4.0639  0.31
H  -13.9308  6.4400  -0.8497  0.21
H  4.2633  2.9647  0.9101  0.24
H  -7.2702  4.0353  2.0028  0.21
H  7.8694  -1.2588  -1.3981  0.50
H  6.7545  -3.6240  -2.0128  0.31
H  8.1548  -3.5006  -0.9956  0.42
H  2.1866  -0.4061  3.4680  0.31
H  2.6699  -3.5977  -0.0605  0.40
H  4.0075  -1.8108  1.9272  0.17
H  -8.4505  4.6887  -0.9446  0.30
H  5.1279  2.3627  2.2952  0.28
H  -13.1145  6.2695  -2.4170  0.29
H  1.5221  -4.0034  2.5704  0.09
H  -3.7448  2.8240  -2.3814  0.37

Computed properties:
E_HOMO, eV: -4.305
Spin multiplicity: 1
Total charge: -1